Below is a structure of composition C4H22BO19 in a non-equilibrium geometry, with properties calculated with wB97M-V/def2-TZVPD.

```
46
Properties=species:S:1:pos:R:3
O -0.40 -3.37 0.82
C -0.26 -2.20 0.85
O -0.46 -1.56 -0.25
B -0.49 -0.12 0.25
O -0.32 -0.11 1.67
C -0.23 -1.37 1.99
O 0.03 -1.75 3.19
O -1.73 0.67 -0.14
C -1.27 1.55 -0.95
O -2.07 2.18 -1.62
C 0.13 1.58 -1.02
O 0.63 0.67 -0.26
O 0.86 2.13 -1.87
O 3.28 0.73 1.08
H 2.54 1.05 1.60
H 3.93 1.41 0.71
O 2.73 -1.22 -1.14
H 2.56 -1.23 -2.03
H 2.95 -0.38 -0.79
O 0.08 4.14 -3.72
H 0.97 4.49 -3.69
H 0.02 3.32 -3.23
O 0.31 0.71 4.59
H -0.66 0.91 4.54
H 0.04 -0.24 4.44
O -4.08 2.59 0.88
H -4.97 2.53 0.55
H -3.49 2.54 0.04
O -0.22 -2.34 -2.76
H -0.92 -2.81 -2.80
H -0.26 -2.37 -1.85
O 1.01 -5.74 0.80
H 0.64 -4.85 0.98
H 1.95 -5.79 0.47
O -1.15 -4.91 3.79
H -1.48 -4.08 4.20
H -0.29 -4.79 4.01
O 1.52 2.30 2.46
H 0.84 2.76 1.92
H 0.88 1.78 3.05
O 2.51 0.17 -3.48
H 3.18 0.30 -4.22
H 1.88 0.74 -3.33
O -3.89 3.65 -3.17
H -3.16 3.15 -2.60
H -3.67 3.19 -4.00
```

Its total charge is -1. The total energy is -44089.1046 eV. As for the maximum force: 9.33 eV Å⁻¹. As for the HOMO energy: -7.9 eV. The LUMO energy comes out at 1.61 eV.

These are the natural (NBO) partial charges, in e, on atoms 1 to 2:
1. O -0.543
2. C 0.668


Below is a structure of composition H14O9V in a non-equilibrium geometry, with properties calculated with wB97M-V/def2-TZVPD.

```
24
Properties=species:S:1:pos:R:3
O -0.14 2.03 -1.14
V -0.31 0.52 -0.89
O -0.09 0.34 0.69
O -0.74 0.56 -3.37
H -0.56 -0.11 -4.02
H -0.85 1.37 -3.87
O -2.65 0.59 -0.94
H -3.23 0.79 -0.21
H -2.91 1.19 -1.63
O -0.43 -1.76 -0.94
H -0.17 -2.22 -0.14
H -0.15 -2.34 -1.65
O -1.19 -0.13 3.64
H -0.80 -0.45 2.82
H -1.38 -0.92 4.14
O 1.98 2.30 1.66
H 1.20 1.77 1.47
H 2.34 1.91 2.46
O 0.87 -1.95 1.75
H 1.04 -2.32 2.62
H 1.72 -1.62 1.46
O 1.77 0.27 -1.27
H 2.36 0.32 -2.03
H 2.31 -0.12 -0.58
```

Its total charge is +1. The total energy is -44337.1831 eV. As for the maximum force: 2.00 eV Å⁻¹. As for the HOMO energy: -13.7 eV. The LUMO energy comes out at -4.43 eV.

These are the Löwdin partial charges, in e, on atoms 1 to 2:
1. O -0.238
2. V 0.939


Below is a structure of composition C13H26GdN6O6 in a non-equilibrium geometry, with properties calculated with wB97M-V/def2-TZVPD.

```
52
Properties=species:S:1:pos:R:3
O -0.12 3.68 1.47
H -0.82 4.39 1.30
Gd -0.37 1.33 0.40
N -1.43 -0.85 0.17
N -2.28 0.94 1.94
N 1.38 0.09 -0.65
N 2.00 2.41 0.35
O -1.18 -1.74 -0.80
O 1.03 -0.95 -1.44
O 2.27 3.62 0.71
O -2.67 1.80 2.79
C -2.89 -0.32 1.94
C -2.43 -1.26 0.99
C 2.70 0.33 -0.49
C 3.06 1.63 -0.01
C -2.97 -2.63 0.75
H -2.33 -3.38 1.25
H -2.96 -2.83 -0.33
H -4.00 -2.73 1.10
C -3.93 -0.72 2.92
H -4.49 0.15 3.25
H -3.45 -1.21 3.78
H -4.61 -1.44 2.46
C 3.78 -0.58 -0.99
C 4.47 2.14 0.10
H 3.35 -1.45 -1.46
H 4.53 -0.89 -0.24
H 4.35 -0.03 -1.76
H 4.43 3.13 0.58
H 4.94 2.24 -0.90
H 5.07 1.42 0.68
H 0.03 -1.29 -1.06
H 0.75 3.93 0.99
C -1.35 1.37 -1.64
H -2.39 1.01 -1.84
H -0.72 1.20 -2.54
H -1.33 2.49 -1.45
O -1.54 -1.15 -3.79
H -0.60 -1.10 -4.08
H -1.58 -1.24 -2.81
C 1.49 -3.26 3.54
N 1.39 -1.82 3.28
C 2.05 -0.84 4.00
C 1.72 0.37 3.44
N 0.87 0.13 2.36
C 0.67 -1.20 2.29
H 2.55 -3.61 3.59
H 1.02 -3.57 4.50
H 1.00 -3.79 2.72
H 2.71 -1.06 4.84
H 2.00 1.37 3.73
H 0.05 -1.78 1.61
```

Its total charge is +1. The expectation value of S² is 16.189. The total energy is -55943.9776 eV. The spin multiplicity is 8. As for the maximum force: 4.78 eV Å⁻¹. As for the HOMO energy (spin up / spin down): -10.5 / -11.2 eV. The LUMO energy (spin up / spin down) comes out at -3.83 / -6.34 eV.

These are the Löwdin partial charges, in e, on atoms 1 to 2:
1. O -0.178
2. H 0.117


Q: Look up the total charge of the second one.
A: +1